The following is a DFT calculation (ωB97M-V/def2-TZVPD) of an isolated molecule of C5H10O3.

Cartesian coordinates (Å):
1 C -1.14751 0.19926 -0.09033
2 C 0.67284 0.21791 -0.03265
3 C 1.07886 -0.85742 0.95589
4 C 1.12763 -0.07684 -1.45233
5 C -1.07615 1.26612 0.92360
6 O -1.69172 -0.94664 0.38613
7 O -1.61008 0.57204 -1.31711
8 O -1.30527 0.98399 2.10113
9 H -1.84071 -0.75127 1.34493
10 H -1.76133 -0.22931 -1.83688
11 H 1.11603 1.17022 0.27011
12 H -0.89570 2.27976 0.54528
13 H 0.72137 -0.61762 1.95731
14 H 2.21365 -0.17320 -1.47859
15 H 0.68587 -1.82989 0.65876
16 H 2.16505 -0.93312 1.00959
17 H 0.85998 0.73278 -2.12896
18 H 0.68719 -1.00677 -1.81588

Multiplicity ... 1
Energy relative to the best compared isomer or geometry (same formula, charge and spin) ... 1.7217 eV
Kohn-Sham gap ... 9.87 eV

The following is a DFT calculation (ωB97M-V/def2-TZVPD) of C5H10O4 as an isolated structure.

Cartesian coordinates (Å):
1 C -4.02977 6.17364 -16.97492
2 C -3.85354 4.71318 -17.55192
3 O -2.91951 4.07727 -16.72041
4 C -2.65145 4.76352 -15.71951
5 O -1.89996 4.47899 -14.75431
6 O -3.30338 5.98785 -15.80289
7 H -5.08653 6.41033 -16.85108
8 H -3.57842 6.87726 -17.67442
9 H -3.44998 4.80782 -18.56003
10 H -4.80874 4.22091 -17.73457
11 C -3.72747 4.95413 -19.82574
12 C -3.60118 3.49917 -19.95325
13 O -3.86391 2.90999 -18.67047
14 H -3.85752 5.32095 -20.84389
15 H -2.83664 5.48966 -19.49748
16 H -4.57498 5.38859 -19.29560
17 H -2.73362 3.11828 -20.49211
18 H -4.46814 3.25136 -20.56566
19 H -3.03532 2.92579 -18.18591

Multiplicity ... 1
Energy relative to the best compared isomer or geometry (same formula, charge and spin) ... 6.0910 eV
Kohn-Sham gap ... 10.49 eV

The following is a DFT calculation (ωB97M-V/def2-TZVPD) of a 2-piece molecular cluster, C5H10O4 overall.

Cartesian coordinates (Å):
1 C -1.94524 -1.17321 -0.41003
2 C -3.09655 -0.36002 0.03193
3 O -1.52662 -1.03985 -1.58336
4 O -0.48935 -1.75169 -1.99241
5 H -1.49608 -1.90038 0.25637
6 H -3.87435 -1.01323 0.43550
7 H -3.48637 0.23001 -0.79279
8 H -2.76645 0.30178 0.83560
9 C 1.54972 0.20542 -0.79699
10 C 1.79338 1.33539 1.47469
11 C 0.92468 0.53720 0.54858
12 O 2.96086 0.18216 -0.76748
13 O -0.21019 0.21905 0.82639
14 H 3.24197 -0.69391 -0.46263
15 H 1.26908 1.02750 -1.47238
16 H 1.11707 -0.71700 -1.21315
17 H 2.16695 2.23550 0.94695
18 H 1.21497 1.62396 2.35550
19 H 2.65261 0.75141 1.77972

Multiplicity ... 1
Energy relative to the best compared isomer or geometry (same formula, charge and spin) ... 5.6389 eV
Kohn-Sham gap (alpha / beta) ... 9.34 / 9.34 eV

The following is a DFT calculation (ωB97M-V/def2-TZVPD) of C5H10O4Pm as an isolated structure.

Cartesian coordinates (Å):
1 O 1.47206 -1.17476 -1.79699
2 C 0.32657 -1.67515 -2.20651
3 C -0.78865 -1.69941 -1.44695
4 O 2.63595 -1.73189 1.96252
5 C -1.52561 -0.05843 0.16549
6 C -0.82542 0.76928 1.21796
7 O 0.49458 1.09168 0.77312
8 C 0.62648 2.35897 0.13470
9 H 0.28251 -2.12173 -3.21019
10 H -1.75336 -2.12172 -1.72326
11 H -2.50398 -0.40582 0.52609
12 H -1.67393 0.52858 -0.75336
13 H -1.39014 1.68431 1.43858
14 H -0.71394 0.19555 2.14741
15 H 1.37625 2.24689 -0.65555
16 H -0.32890 2.67607 -0.30704
17 H 0.96682 3.10499 0.86527
18 Pm 1.68775 -0.82227 0.16441
19 O -0.66899 -1.17233 -0.15396
20 H 2.30395 -1.67280 2.85824

Multiplicity ... 5
Kohn-Sham gap (alpha / beta) ... 8.84 / 9.01 eV
Total charge ... +1
⟨S²⟩ ... 6.006

The following is a DFT calculation (ωB97M-V/def2-TZVPD) of a 2-piece molecular cluster, C5H10O4Se overall.

Cartesian coordinates (Å):
1 C 0.50669 0.60499 -1.53581
2 C 0.72811 -0.69056 -0.76846
3 C 0.77224 -0.23442 0.70504
4 C -0.61001 0.00773 1.17174
5 C -1.09669 1.01787 0.18701
6 O -0.43828 1.46323 -0.88541
7 O 1.92750 -1.33521 -1.17377
8 O 1.37583 -1.26130 1.54705
9 O -0.73353 0.68957 2.39032
10 Se -3.52178 -0.24653 -0.68379
11 H 1.45374 1.15943 -1.62377
12 H 0.22095 0.30930 -2.66970
13 H -0.15315 -1.24825 -0.99953
14 H 1.46097 0.70569 0.86239
15 H -1.21865 -0.96647 1.24397
16 H -1.84679 1.85381 0.41856
17 H 2.72228 -0.94935 -0.69478
18 H 2.22407 -1.62959 1.15737
19 H -0.60981 0.19727 3.10491
20 H -3.16368 0.55279 -1.75334

Multiplicity ... 1
Energy relative to the best compared isomer or geometry (same formula, charge and spin) ... 1.6641 eV
Kohn-Sham gap (alpha / beta) ... 7.14 / 6.95 eV

The following is a DFT calculation (ωB97M-V/def2-TZVPD) of C5H10O5Rb as an isolated structure.

Cartesian coordinates (Å):
1 Rb -11.03407 9.48992 -4.92996
2 O -12.02005 8.64877 -7.97374
3 C -12.04772 7.36336 -7.39781
4 C -10.81367 6.47785 -7.18910
5 O -9.71653 7.07688 -6.57830
6 H -12.80271 6.79386 -7.97545
7 H -12.44337 7.61541 -6.40085
8 H -10.50458 5.98126 -8.12882
9 H -11.20017 5.65518 -6.53702
10 C -10.49338 6.24416 -3.47844
11 O -9.25723 6.60882 -2.84197
12 C -9.26481 7.69209 -2.12023
13 O -10.08511 8.58805 -2.17984
14 O -8.16416 7.71905 -1.36778
15 C -7.94328 8.80550 -0.47773
16 H -10.62701 6.83278 -4.38503
17 H -11.32842 6.40375 -2.79337
18 H -10.50312 5.18930 -3.72545
19 H -8.85861 9.39343 -0.36763
20 H -7.12056 9.42911 -0.80734
21 H -7.80547 8.33077 0.49409

Multiplicity ... 1
Energy relative to the best compared isomer or geometry (same formula, charge and spin) ... 0.0000 eV
Kohn-Sham gap ... 3.39 eV
Total charge ... -1

The following is a DFT calculation (ωB97M-V/def2-TZVPD) of an isolated ion of composition C5H10O6P and charge -1.

Cartesian coordinates (Å):
1 C -0.63691 -0.58478 -0.50759
2 C -1.66551 -0.08346 0.59547
3 C 0.74735 -0.66730 -0.02118
4 C -2.37164 1.28946 0.46536
5 C 1.90116 -1.26404 -0.74183
6 O 2.22909 0.90106 1.69778
7 O 1.88647 1.72109 -0.70391
8 O -0.64437 0.40654 -1.60066
9 O -1.05963 -0.13970 1.88296
10 O -3.14315 1.58432 -0.65315
11 O 2.99076 -1.23410 0.16795
12 P 1.23349 1.09269 0.51987
13 H -0.96979 -1.55345 -0.90884
14 H -2.41778 -0.83700 0.69648
15 H 0.70402 -1.26414 0.92100
16 H -2.82079 1.39610 1.37974
17 H 2.08750 -0.78870 -1.63880
18 H 1.69318 -2.39163 -0.93983
19 H 0.22949 1.05014 -1.65687
20 H -0.23767 0.41450 1.82747
21 H -2.58459 1.38875 -1.49109
22 H 2.84931 -0.43636 0.70968

Multiplicity ... 1
Energy relative to the best compared isomer or geometry (same formula, charge and spin) ... 1.9425 eV
Kohn-Sham gap (alpha / beta) ... 7.63 / 7.26 eV
Total charge ... -1

Number 1: E -422.19331 Eh, F_max 3.20 eV/Å. Number 2: E -497.28453 Eh, F_max 7.90 eV/Å. Number 3: E -497.30114 Eh, F_max 2.19 eV/Å. Number 4: E -1105.60698 Eh, F_max 4.81 eV/Å. Number 5: E -2898.75344 Eh, F_max 5.97 eV/Å. Number 6: E -596.71698 Eh, F_max 2.82 eV/Å. Number 7: E -989.28982 Eh, F_max 3.95 eV/Å.